14
Properties=species:S:1:pos:R:3:forces:R:3:lowdin_charge:R:1 method="wB97M-V/def2-TZVPD" smiles=CC[C@H](Cl)[C@@H](F)Br total_charge=0 relative_energy_ev=0.000 e_homo_ev=-10.46 orbital_gap_ev=11.14
H 1.319184 -0.714129 1.080042 -0.428 0.702 -0.530 0.079
H 0.111901 2.583736 -0.311175 0.522 1.283 0.017 0.077
C 0.572210 1.624679 -0.348547 -2.876 -0.449 2.440 -0.065
H -1.296968 1.054965 -1.111836 -0.900 0.140 -1.041 0.094
H 1.180516 1.440179 0.510350 0.686 0.142 0.303 0.070
F -0.389193 -1.390242 1.877167 1.419 0.586 -0.963 -0.149
H 0.997769 1.444269 -1.243335 2.043 -0.266 -2.851 0.044
C -0.691477 0.771530 -0.296792 1.691 -2.101 -0.810 -0.242
Br 1.302709 -3.020924 0.428332 -0.560 0.641 -0.141 0.625
H -1.241495 0.932627 0.571354 -0.927 0.260 1.658 0.085
H 0.038851 -1.066074 -1.311056 0.379 -0.194 -1.228 0.085
C -0.421893 -0.781491 -0.407976 -0.408 1.979 1.319 -0.724
Cl -1.907256 -1.659696 -0.158340 -1.322 -0.489 -1.082 0.715
C 0.425143 -1.219428 0.721813 0.679 -2.234 2.909 -0.694

=====

19
Properties=species:S:1:pos:R:3:forces:R:3:lowdin_spin:R:1 method="wB97M-V/def2-TZVPD" s2=2.11 total_charge=+3 e_homo_ev="-20.70 / -20.46" multiplicity=3 orbital_gap_ev="3.66 / 3.90"
H -1.606972 2.504614 -0.602945 1.992 -1.588 0.875 0.005
C -0.536530 2.703508 1.416952 0.351 0.746 0.174 0.000
Pr 3.522646 -1.051885 -1.236330 -0.302 5.172 1.031 1.873
C -0.214942 -1.565144 0.202188 2.452 4.854 4.786 0.000
H -1.701773 0.149613 1.530846 0.624 0.396 -2.553 0.001
O -1.210380 -0.716543 -0.471211 2.615 -3.802 2.403 0.000
H -2.795783 0.607959 0.066054 2.574 -0.727 0.409 0.000
C -1.661175 0.399959 0.374023 -1.494 1.775 0.852 0.006
H 0.568235 2.552264 1.804588 -2.344 0.017 -0.805 0.001
O 2.553609 -3.491111 -0.984352 0.540 4.035 -0.713 -0.004
H -0.638106 3.871154 1.194771 0.123 -2.686 0.341 0.000
H -1.287374 2.440123 2.296277 1.501 0.391 -2.020 0.000
Br 0.791100 1.602284 -1.046954 0.220 -0.239 -0.067 0.131
Cl 0.747920 -1.778835 -2.864136 1.397 0.131 1.533 -0.008
P 0.837146 -3.402631 -1.432970 -2.801 -2.510 1.130 -0.015
O 0.612893 -0.981682 1.111254 -4.198 -3.835 -6.041 0.003
H 2.955153 -2.661189 -1.424585 -2.087 -6.902 -0.197 0.002
O -0.061463 -3.016446 0.008375 0.990 4.026 -3.172 -0.004
C -0.874204 1.833991 0.058154 -2.153 0.747 2.032 0.010

=====

13
Properties=species:S:1:pos:R:3:forces:R:3:lowdin_charge:R:1 method="wB97M-V/def2-TZVPD" total_charge=+1 relative_energy_ev=5.435 e_homo_ev="-13.58 / -12.45" orbital_gap_ev="8.02 / 5.94"
H 0.795691 -2.319138 -0.069134 1.289 2.142 0.608 0.174
C 1.330137 -1.360331 0.372566 -2.117 -4.098 1.376 -0.088
C 2.221047 -0.548869 -0.447722 1.107 1.778 -2.290 -0.034
H 1.386870 -1.498437 1.503746 0.419 0.608 -1.655 0.157
C -0.117018 0.654536 -0.237450 -0.989 -1.444 1.517 0.167
H -2.863873 1.643575 1.393045 -0.500 -1.337 -1.755 0.083
C -2.919845 1.146137 0.345748 1.061 0.512 2.507 -0.443
H 0.101870 1.523204 -0.751150 0.381 2.034 -1.396 0.044
H 2.934244 0.121745 -0.041326 0.688 0.178 1.133 0.113
Br -3.999359 -0.221561 -0.070069 0.172 0.361 0.165 0.880
N 0.861663 -0.124434 -0.122528 -0.451 -0.174 -0.203 -0.148
H -2.248261 1.585847 -0.338551 -0.053 0.350 -1.189 -0.062
H 2.516831 -0.602273 -1.537180 -1.006 -0.910 1.180 0.157

=====

16
Properties=species:S:1:pos:R:3:forces:R:3:lowdin_charge:R:1 method="wB97M-V/def2-TZVPD" total_charge=0 relative_energy_ev=0.000 e_homo_ev=-9.50 orbital_gap_ev=10.13
O -2.295354 -1.564070 -1.111971 0.799 -2.445 -0.692 0.126
H -1.722798 1.633390 1.191908 -0.419 0.302 0.797 0.071
H 2.889132 -0.333867 0.324596 0.435 0.243 0.266 -0.006
N -2.755192 0.488707 -0.147896 -0.454 0.403 0.388 0.078
C 2.562543 -1.321219 0.069789 -0.251 -1.778 -0.054 -0.042
C 1.068567 -1.273002 -0.156721 0.986 1.327 0.419 -0.618
N 0.392268 -0.202719 -0.306250 -1.443 -1.143 -0.183 -0.413
H -1.808430 2.300514 -0.366583 0.481 0.089 -0.681 0.043
H 2.958115 -1.588047 -0.931346 0.231 0.017 0.647 0.101
C -2.385629 1.747290 0.349232 -1.111 1.488 -0.500 -0.128
C -2.394445 -0.537941 -0.586802 -0.619 0.925 -0.139 -0.387
O 0.499012 -2.451288 -0.228753 -2.258 -1.654 -0.127 0.069
Br 1.188905 1.418794 -0.345143 0.600 0.880 0.059 0.731
H -3.333133 2.379906 0.414214 1.331 -0.873 0.883 0.107
H 2.879056 -2.106986 0.846315 -0.599 1.198 -1.277 0.118
H -0.517028 -2.508056 -0.398427 2.291 1.022 0.195 0.150

=====

13
Properties=species:S:1:pos:R:3:forces:R:3:lowdin_charge:R:1 method="wB97M-V/def2-TZVPD" total_charge=0 relative_energy_ev=5.325 e_homo_ev="-8.26 / -8.26" orbital_gap_ev="7.82 / 7.82"
Br 0.895981 1.173748 3.338908 0.096 -1.102 -0.241 0.604
C -0.200082 0.147854 2.201217 -0.837 0.955 -0.907 -0.576
O 0.851116 0.110468 -1.458203 0.450 -1.618 2.097 -0.091
H 0.719271 1.908427 -2.287561 -0.669 0.457 0.274 0.108
C 0.017219 -1.263896 1.864199 0.361 -1.037 2.287 -0.265
H -0.407895 -0.116421 -3.132853 -0.297 -0.129 0.968 0.116
C 0.179112 1.315085 -1.542939 -0.788 1.488 -1.820 -0.199
H -1.271747 -0.296616 -1.429663 0.534 -0.318 -0.298 0.109
H -1.050269 -1.682306 1.954407 1.551 0.286 -0.145 0.103
H 0.784290 -1.853445 2.476026 -1.041 0.568 -0.632 0.085
H -0.398170 1.865922 -0.773480 1.117 -0.727 0.301 0.116
H 0.308567 -1.368146 0.825099 -0.112 0.370 -0.464 0.059
C -0.427394 0.059326 -2.035155 -0.365 0.807 -1.420 -0.170

=====

14
Properties=species:S:1:pos:R:3:forces:R:3:lowdin_charge:R:1 method="wB97M-V/def2-TZVPD" total_charge=0 relative_energy_ev=5.206 e_homo_ev="-10.19 / -7.54" orbital_gap_ev="10.25 / 6.67"
H -1.037963 0.666480 -1.247768 -0.029 0.184 -0.171 0.114
H 0.170953 0.895200 1.984682 -0.093 0.038 0.114 0.085
C 0.136620 1.524520 1.090254 0.248 -0.001 0.089 -0.148
H -1.385587 -1.109730 0.303500 0.041 -0.310 -0.025 0.126
H 0.736711 2.411777 1.295416 -0.072 0.060 0.081 0.071
C 0.686365 0.795350 -0.072066 0.459 0.350 0.553 -0.764
Br 2.541872 0.550505 -0.109314 0.048 -0.017 -0.046 0.766
H 0.423696 -0.103966 -1.956343 -0.052 0.155 -0.110 0.100
C -0.732992 -1.336634 -0.543192 -1.196 2.882 -0.663 -0.193
O 0.199934 -2.262110 -0.241589 1.797 -1.565 1.147 -0.137
C -0.120500 0.117691 -1.040768 -0.566 -1.983 -0.174 -0.219
H -0.892964 1.823605 0.903946 -0.099 0.005 0.019 0.080
O 0.564005 -2.283541 1.046832 -0.454 0.393 -1.024 -0.009
H -1.290152 -1.689141 -1.413585 -0.032 -0.191 0.209 0.127

=====

14
Properties=species:S:1:pos:R:3:forces:R:3:lowdin_charge:R:1 method="wB97M-V/def2-TZVPD" total_charge=0 relative_energy_ev=0.451 e_homo_ev=-9.09 orbital_gap_ev=9.85
Br -0.276087 -2.519274 -2.765266 -0.005 0.074 0.187 0.665
C 0.588462 -0.522952 0.872440 0.138 0.812 0.036 -0.328
H -1.354964 -1.816806 -0.595613 -0.070 -0.006 0.037 0.057
H 1.618658 -1.125061 -0.953947 0.083 -0.055 -0.157 0.103
H -1.500681 1.543676 0.559679 -0.009 -0.115 0.185 0.056
S 0.910798 1.336409 0.774203 -1.032 -1.106 -1.153 0.861
C 0.661374 -1.161920 -0.453231 -0.160 -0.266 -0.396 -0.294
C -0.662616 1.753075 -0.096703 0.736 -0.195 0.171 -0.234
H -0.634995 2.811741 -0.328600 0.073 0.129 0.003 0.043
H 1.385885 -0.875062 1.527646 -0.008 0.070 0.065 0.091
C -0.375784 -1.740875 -1.041479 0.260 0.042 -0.115 -0.603
H -0.723659 1.175293 -1.011622 -0.031 -0.068 -0.171 0.037
O 0.736633 1.796488 2.147757 0.071 0.584 1.241 -0.548
H -0.373021 -0.654732 1.364734 -0.046 0.100 0.065 0.095

=====

14
Properties=species:S:1:pos:R:3:forces:R:3:lowdin_charge:R:1 method="wB97M-V/def2-TZVPD" total_charge=0 relative_energy_ev=1.385 e_homo_ev=-8.78 orbital_gap_ev=8.16
H -0.872417 1.650988 -2.280863 -0.041 -0.291 0.909 0.096
C -0.793939 1.664577 -1.163799 -1.113 0.646 0.463 -0.069
O 1.336448 1.018375 -0.641471 1.793 -0.788 0.409 0.037
H 0.138767 -0.590544 2.285810 -1.269 2.507 0.550 -0.019
C 0.097824 0.507344 -0.665185 -1.192 2.005 -0.835 -0.482
C 0.511653 -1.475447 1.953612 2.403 -3.525 0.441 -0.577
C -0.350700 -0.726480 -0.410649 -0.079 1.411 -0.753 -0.611
H -0.440546 2.717094 -0.920141 0.118 -1.591 -0.003 0.096
H 2.087596 0.432399 -0.383683 -1.134 0.109 -0.116 0.123
H 0.280710 -1.548128 -0.304795 0.669 -1.108 0.138 0.010
S 2.118622 -1.768371 1.934705 -0.579 0.426 -0.180 0.590
Br -2.174160 -1.103866 -0.607697 -0.305 -0.390 0.048 0.728
H -1.825952 1.594477 -0.709599 1.082 -0.026 -0.759 0.052
H -0.113906 -2.372418 1.913756 -0.353 0.613 -0.313 0.024

=====

14
Properties=species:S:1:pos:R:3:forces:R:3:lowdin_charge:R:1 method="wB97M-V/def2-TZVPD" total_charge=0 relative_energy_ev=4.270 e_homo_ev="-8.37 / -8.78" orbital_gap_ev="7.77 / 8.10"
H -2.261658 -1.438238 0.085502 0.161 0.703 -0.341 0.051
H 0.842436 1.717864 -1.382058 -0.544 -1.056 1.695 0.108
O -2.256619 1.513280 -0.743513 -2.284 2.352 0.728 -0.531
H 0.126727 1.737159 0.376307 -0.856 0.033 -1.539 0.079
H -0.895009 -1.599547 -1.221585 -0.473 -0.361 0.645 0.022
S -1.350556 0.577463 -1.322978 2.042 -1.544 0.991 0.808
H 1.856973 -0.491806 -0.452659 1.295 -0.717 -1.828 0.074
C 0.710966 -0.982205 1.054291 -0.875 1.297 0.923 -0.497
C -1.500862 -0.969574 -0.547427 1.877 -0.891 -0.800 -0.207
C 0.342351 1.105778 -0.532750 0.317 0.229 0.059 -0.283
H 1.371366 -1.857020 1.219990 -0.887 0.495 0.142 0.062
H 1.904351 0.824768 0.647864 0.323 -0.642 0.613 0.116
Br -0.145574 -0.209398 2.641225 0.440 -0.816 -0.597 0.611
C 1.255109 0.071474 0.177791 -0.537 0.919 -0.690 -0.415

=====

14
Properties=species:S:1:pos:R:3:forces:R:3:lowdin_charge:R:1 method="wB97M-V/def2-TZVPD" total_charge=0 relative_energy_ev=4.037 e_homo_ev=-8.11 orbital_gap_ev=8.40
C -1.936161 0.477448 0.866233 -2.853 -1.166 -5.736 -0.115
C -0.508698 0.292027 0.548032 -0.086 0.223 1.468 -0.309
H 0.109898 -1.807302 -0.040796 -0.287 0.666 -0.358 0.067
C 2.411607 -0.074597 -0.228278 -2.419 -0.465 0.982 -1.182
Cl 3.354855 -1.246588 0.683034 -0.012 -0.012 -0.497 0.546
H -2.022670 0.900863 1.768320 -0.645 1.547 3.422 0.013
C 0.137378 -0.724576 0.100183 4.157 -0.075 -0.563 0.084
Cl 2.654595 1.554064 0.529940 -0.514 -0.070 0.432 0.498
N 2.670695 0.015457 -1.558347 -1.109 0.026 -0.839 -0.059
H -2.275101 1.253889 0.054828 0.379 -0.938 1.641 0.114
H 0.050674 1.133665 0.989849 0.224 -0.058 -0.927 0.073
H 1.979166 0.418504 -2.166561 -0.222 0.104 0.363 0.089
H -2.755039 -0.349036 0.685256 2.126 1.065 0.584 0.116
H 3.404048 -0.389178 -2.065244 1.260 -0.846 0.026 0.065